Below is C32H51MnN8SSi4 as an isolated structure, with properties calculated with ωB97M-V with the def2-TZVPD basis set.

Each line ends with the Mulliken spin population.
Element x y z (Å)
Mn1 0.742 -0.374 0.145  4.934
C1 2.745 2.881 2.391  0.001
C2 2.506 1.892 1.442  0.041
N1 1.290 1.408 1.240  -0.107
C3 0.291 1.920 1.974  -0.031
C4 0.546 2.910 2.907  -0.001
N2 1.768 3.394 3.121  0.011
C5 -1.055 1.268 1.801  0.118
C6 -2.237 1.696 2.367  -0.005
C7 -3.380 0.906 2.244  0.000
C8 -3.262 -0.320 1.586  -0.011
C9 -2.054 -0.675 1.024  0.127
N3 -1.011 0.151 1.079  -0.113
C10 -1.744 -1.995 0.368  -0.059
C11 -2.617 -3.068 0.348  -0.002
N4 -2.296 -4.244 -0.188  0.012
C12 -1.085 -4.342 -0.716  0.000
C13 -0.191 -3.278 -0.696  0.036
N5 -0.517 -2.114 -0.157  -0.024
C14 -4.688 1.354 2.793  0.001
C15 -4.764 2.313 3.797  0.004
C16 -6.010 2.738 4.232  -0.002
N6 -7.157 2.262 3.753  0.004
C17 -7.082 1.329 2.808  -0.002
C18 -5.885 0.854 2.294  0.004
H1 3.744 3.262 2.561  0.000
H2 3.303 1.481 0.834  -0.001
H3 -0.255 3.316 3.514  0.000
H4 -2.272 2.646 2.881  -0.002
H5 -4.101 -0.997 1.527  -0.001
H6 -3.602 -2.987 0.794  0.000
H7 -0.816 -5.293 -1.159  0.000
H8 0.799 -3.356 -1.129  -0.005
H9 -3.874 2.724 4.253  0.000
H10 -6.094 3.503 4.995  0.000
H11 -8.027 0.951 2.435  0.000
H12 -5.903 0.124 1.496  0.001
C19 1.199 -1.124 4.746  0.002
C20 0.842 -1.691 3.379  0.049
N7 1.686 -2.827 3.032  0.005
C21 2.580 -2.890 2.039  0.016
S1 2.793 -1.731 0.786  0.017
N8 3.383 -3.958 2.003  0.005
C22 3.449 -5.039 2.985  0.001
C23 4.281 -4.682 4.211  0.000
H13 0.515 -0.314 5.000  0.000
H14 2.216 -0.729 4.744  0.000
H15 1.124 -1.885 5.524  0.000
H16 0.996 -0.929 2.623  -0.004
H17 -0.205 -2.003 3.358  -0.012
H18 1.712 -3.563 3.720  0.000
H19 4.094 -3.926 1.290  0.000
H20 3.883 -5.897 2.476  0.000
H21 2.434 -5.327 3.268  0.000
H22 5.301 -4.436 3.919  0.000
H23 4.318 -5.532 4.893  0.000
H24 3.865 -3.829 4.749  0.000
C24 3.129 3.044 -2.316  -0.001
Si1 2.714 1.431 -3.213  0.006
C25 4.149 0.229 -3.015  0.006
C26 2.540 1.860 -5.025  0.003
Si2 0.853 0.471 -2.097  -0.095
Si3 -0.193 -0.647 -3.951  0.025
C27 -1.805 -1.415 -3.306  -0.005
C28 -0.664 0.286 -5.504  0.001
C29 1.022 -2.005 -4.431  0.000
Si4 -0.609 2.506 -2.230  0.025
C30 -2.296 1.774 -1.771  -0.001
C31 -0.708 3.355 -3.887  0.007
C32 -0.035 3.772 -0.965  0.000
H25 4.205 3.248 -2.347  0.001
H26 2.824 3.013 -1.268  0.000
H27 2.623 3.890 -2.790  0.000
H28 5.097 0.674 -3.335  0.001
H29 3.992 -0.674 -3.611  0.000
H30 4.257 -0.077 -1.971  -0.004
H31 3.398 2.466 -5.333  0.001
H32 1.642 2.446 -5.219  -0.001
H33 2.513 0.973 -5.662  0.000
H34 -2.659 -0.766 -3.513  0.000
H35 -1.772 -1.573 -2.229  0.008
H36 -2.007 -2.386 -3.774  0.001
H37 -1.630 0.779 -5.389  0.000
H38 -0.756 -0.427 -6.331  0.000
H39 0.069 1.033 -5.801  0.000
H40 1.405 -2.530 -3.551  0.000
H41 1.876 -1.592 -4.972  0.000
H42 0.547 -2.748 -5.082  0.001
H43 -2.905 1.609 -2.664  0.000
H44 -2.864 2.443 -1.111  0.001
H45 -2.190 0.816 -1.263  0.009
H46 -0.969 2.676 -4.693  -0.001
H47 0.229 3.853 -4.145  -0.001
H48 -1.486 4.126 -3.843  0.001
H49 0.124 3.325 0.014  0.006
H50 -0.781 4.566 -0.840  0.000
H51 0.898 4.244 -1.272  0.000

Values from the calculation:
- charge = +1
- 2S+1 = 6
- <S²> = 8.77
- orbital gap (spin up / spin down) (eV) = 5.468 / 5.415
- HOMO (spin up / spin down) (hartree) = -0.3402 / -0.3465



Below is C32H51N2O2P2Sn as an isolated structure, with properties calculated with ωB97M-V with the def2-TZVPD basis set.

Each line ends with the Löwdin charge.
Element x y z (Å)
C1 2.004 -1.910 -0.620  -0.294
C2 1.599 0.194 -1.635  -0.267
C3 2.837 -2.284 -1.681  0.039
C4 2.410 -0.148 -2.730  0.036
C5 3.052 -1.388 -2.740  0.036
H1 3.293 -3.278 -1.684  0.142
H2 2.525 0.557 -3.558  0.139
H3 3.699 -1.669 -3.577  0.145
N1 1.439 -0.669 -0.587  -0.046
P1 -0.122 -2.465 1.094  1.096
P2 0.665 2.134 0.171  1.156
C6 1.625 -2.857 0.490  -0.188
H4 1.778 -3.904 0.176  0.117
H5 2.258 -2.670 1.379  0.094
C7 0.730 1.412 -1.590  -0.257
H6 1.008 2.133 -2.373  0.124
C8 -0.642 3.553 0.053  -0.598
C9 2.402 2.880 0.474  -0.628
C10 -1.298 -3.275 -0.182  -0.614
C11 -0.232 -3.414 2.754  -0.629
C12 -1.939 3.119 0.772  -0.081
H7 -1.828 3.185 1.865  0.079
H8 -2.743 3.814 0.464  0.120
H9 -2.246 2.094 0.525  0.054
C13 -0.134 4.807 0.795  -0.070
H10 -0.007 4.613 1.874  0.085
H11 0.810 5.201 0.389  0.079
H12 -0.897 5.600 0.687  0.118
C14 -0.964 3.898 -1.415  -0.045
H13 -1.359 4.930 -1.460  0.119
H14 -0.079 3.851 -2.069  0.077
H15 -1.740 3.232 -1.826  0.086
C15 2.456 3.482 1.897  -0.075
H16 1.630 3.102 2.518  0.054
H17 3.405 3.172 2.373  0.100
H18 2.424 4.580 1.900  0.095
C16 3.435 1.731 0.424  -0.081
H19 3.061 0.817 0.910  0.035
H20 3.735 1.487 -0.607  0.091
H21 4.340 2.059 0.968  0.117
C17 2.807 3.925 -0.584  -0.048
H22 2.026 4.043 -1.356  0.073
H23 3.018 4.914 -0.150  0.102
H24 3.727 3.582 -1.092  0.101
C18 -1.627 -3.176 3.369  -0.062
H25 -1.527 -3.133 4.470  0.113
H26 -2.053 -2.216 3.031  0.053
H27 -2.339 -3.982 3.131  0.097
C19 0.813 -2.825 3.722  -0.091
H28 1.819 -2.772 3.277  0.077
H29 0.531 -1.814 4.053  0.060
H30 0.872 -3.483 4.609  0.123
C20 0.057 -4.923 2.607  -0.048
H31 0.711 -5.240 3.440  0.107
H32 -0.848 -5.544 2.638  0.099
H33 0.597 -5.140 1.669  0.072
C21 -1.087 -2.551 -1.530  -0.076
H34 -0.952 -3.259 -2.366  0.112
H35 -1.988 -1.947 -1.745  0.086
H36 -0.228 -1.866 -1.485  0.037
C22 -2.740 -2.987 0.295  -0.073
H37 -2.809 -1.947 0.660  0.068
H38 -3.429 -3.108 -0.562  0.117
H39 -3.067 -3.676 1.089  0.084
C23 -1.088 -4.782 -0.415  -0.057
H40 -0.063 -5.009 -0.759  0.093
H41 -1.303 -5.387 0.479  0.076
H42 -1.783 -5.112 -1.211  0.120
Sn1 0.078 -0.059 1.030  0.873
C24 1.463 -0.080 2.374  -0.110
O1 2.240 0.004 3.262  0.276
N2 -1.190 0.183 -0.695  -0.019
C25 -0.726 0.813 -1.708  -0.381
C26 -1.462 0.948 -2.996  -0.197
C27 -2.875 0.933 -2.961  -0.035
C28 -0.827 1.080 -4.250  -0.020
C29 -3.623 1.050 -4.134  -0.041
H43 -3.353 0.823 -1.983  0.114
C30 -1.578 1.194 -5.428  -0.043
H44 0.266 1.087 -4.316  0.100
C31 -2.978 1.182 -5.377  -0.032
H45 -4.718 1.041 -4.085  0.123
H46 -1.065 1.292 -6.391  0.123
H47 -3.565 1.274 -6.297  0.127
C32 -0.882 1.040 3.548  -0.084
O2 -1.358 0.528 2.329  -0.228
H48 -1.727 1.516 4.090  0.144
H49 -0.145 1.847 3.370  0.098
H50 -0.459 0.243 4.192  0.108
H51 -1.953 -0.228 2.525  0.131

Values from the calculation:
- charge = +3
- 2S+1 = 1
- orbital gap (eV) = 5.008
- HOMO (hartree) = -0.5932



Energy (eV)
-119597.5537; -65466.2847